one:
Molecular formula: C11H15NS
Method: DFT, ωB97M-V with the def2-TZVPD basis set

Summary:
E_HOMO (alpha / beta): -6.8 / -7.1 eV
gap between HOMO and LUMO (alpha / beta): 5.40 / 6.26 eV
LUMO (alpha / beta): -1.40 / -0.88 eV

Each line ends with the Mulliken charge.
Geometry (Å):
C 3.7575 0.3323 1.5681  -0.30
C 3.5774 1.6023 0.9887  -0.74
C 3.1031 -0.7395 1.1427  -0.62
C 2.7207 1.6838 -0.0933  -0.23
C 2.2192 -0.6868 0.0295  0.61
C 1.9547 0.5999 -0.5307  -0.07
C -0.4277 -0.2043 -1.7200  -0.66
C -1.3882 -1.4483 0.0868  -1.11
C -2.7721 0.1809 -1.1735  -1.61
C -0.8733 1.1614 0.2590  -1.49
C -1.4223 -0.0209 -0.5937  1.89
N 1.5128 -1.7289 -0.3057  -0.62
S 0.9783 0.6771 -2.0584  -0.10
H 4.3341 0.2845 2.4763  0.34
H 4.1297 2.4500 1.2145  0.45
H 3.1658 -1.6684 1.6906  0.35
H 2.6645 2.7089 -0.4945  0.28
H -0.7992 -0.6762 -2.6131  0.30
H -0.4360 -1.8833 -0.1028  0.27
H -2.1336 -2.1351 -0.4643  0.34
H -1.5944 -1.2204 1.2016  0.34
H -2.9435 -0.6773 -1.9454  0.35
H -3.3656 -0.1044 -0.2541  0.37
H -2.8005 1.1820 -1.6492  0.40
H -1.2146 1.5047 1.2456  0.39
H -1.0517 2.1593 -0.2295  0.34
H 0.2044 1.1368 0.3751  0.39
H 1.8370 -2.7106 -0.3919  0.14


two:
Molecular formula: C11H15NS
Method: DFT, ωB97M-V with the def2-TZVPD basis set

Summary:
E_HOMO: -8.0 eV
gap between HOMO and LUMO: 8.82 eV
SMILES: Cc1c[nH]c2ccccc12.CCS
LUMO: 0.86 eV

Each line ends with the Mulliken charge.
Geometry (Å):
C -0.2046 -0.3787 -4.1686  -1.25
C 0.7958 -0.3605 -3.0472  0.37
C 2.1506 -0.2397 -3.0835  -0.70
N 2.6702 -0.3470 -1.8163  -0.03
C 1.6537 -0.6323 -0.9377  -0.18
C 1.7151 -0.8803 0.4231  -0.77
C 0.5322 -1.0951 1.0938  -0.66
C -0.6820 -1.1063 0.3835  -0.42
C -0.7295 -0.8755 -0.9789  -0.44
C 0.4588 -0.6023 -1.6735  1.06
H 0.2808 -0.6139 -5.1079  0.35
H -0.7840 0.5406 -4.2582  0.26
H -0.9128 -1.1833 -3.9779  0.34
H 2.8352 -0.1952 -3.9152  0.40
H 3.6419 -0.3353 -1.5698  0.18
H 2.6932 -0.9114 0.8933  0.35
H 0.4766 -1.3531 2.1440  0.40
H -1.6826 -1.2445 0.7836  0.39
H -1.6827 -0.8883 -1.4824  0.36
C -0.7190 2.3896 2.2965  -0.72
C -2.1181 1.9818 2.7831  -0.35
S -2.1739 0.3825 3.6473  -0.20
H -0.8450 3.0998 1.4734  0.28
H -0.2457 1.5516 1.7862  0.10
H -0.1257 2.8046 3.0981  0.30
H -2.5366 2.6774 3.5061  0.33
H -2.7706 1.8998 1.9200  0.28
H -1.2155 -0.3479 3.0679  -0.04


Stability ranking, top entry: two; the second entry is 0.1792 hartree less favorable.


one:
Molecular formula: C3H4O3
Method: DFT, ωB97M-V with the def2-TZVPD basis set

Summary:
E_HOMO: -8.9 eV
gap between HOMO and LUMO: 9.57 eV
LUMO: 0.68 eV

Each line ends with the Mulliken charge.
Geometry (Å):
C -0.1553 0.2545 -0.0011  0.12
C 0.9204 -0.5084 0.0199  0.54
C -1.6483 0.4665 -0.0283  -0.87
O 0.7006 1.3901 0.0068  -0.19
O 1.8512 0.5328 -0.0048  -0.21
O 1.4617 -1.9274 -0.0459  -0.50
H -1.7725 1.0999 -0.8812  0.28
H -1.9934 -0.5802 0.0344  0.28
H -1.8167 1.1743 0.9181  0.24
H 2.4523 -1.9021 -0.0179  0.32


two:
Molecular formula: C3H4O3
Method: DFT, ωB97M-V with the def2-TZVPD basis set

Summary:
E_HOMO: -10.4 eV
gap between HOMO and LUMO: 10.98 eV
LUMO: 0.63 eV

Each line ends with the Mulliken charge.
Geometry (Å):
O 2.6593 -0.0748 -0.3984  -0.20
C 1.5276 -0.0449 -0.3037  0.15
O 0.7010 2.6043 -0.0781  -0.36
C -0.4781 2.3610 -0.0542  0.07
C -0.5847 -2.3306 0.2302  0.10
O 0.5763 -2.6308 0.1200  -0.36
H -1.2335 3.1511 0.1178  0.27
H -0.8690 1.3346 -0.2006  0.05
H -0.9182 -1.2745 0.2624  0.02
H -1.3807 -3.0956 0.3045  0.27


three:
Molecular formula: C3H4O3
Method: DFT, ωB97M-V with the def2-TZVPD basis set

Summary:
E_HOMO: -9.2 eV
gap between HOMO and LUMO: 8.97 eV
LUMO: -0.26 eV

Each line ends with the Mulliken charge.
Geometry (Å):
O -1.2456 -1.6669 0.0779  -0.49
C -0.6431 -0.4555 -0.2009  -0.43
C 0.4197 1.8523 0.3222  -0.29
O 1.2029 0.9472 -0.2527  -0.23
C 0.8466 -0.3990 0.0109  0.66
O 1.6319 -1.2395 0.3087  -0.45
H -0.8984 -1.9810 0.9216  0.33
H -0.8443 -0.1838 -1.2444  0.35
H -0.9763 0.4049 0.4183  0.42
H 0.5066 2.7213 -0.3615  0.14


Stability ranking, top entry: two; the second entry is 0.0600 hartree less favorable.


one:
Molecular formula: C3H4O3
Method: DFT, ωB97M-V with the def2-TZVPD basis set

Summary:
E_HOMO: -9.5 eV
gap between HOMO and LUMO: 9.96 eV
SMILES: C=C=O.O=CO
LUMO: 0.44 eV

Each line ends with the Mulliken charge.
Geometry (Å):
C -0.6320 -1.2135 1.2912  -0.89
C 0.4978 -1.4981 0.7248  0.75
O 1.5053 -1.7361 0.1700  -0.39
H -0.7324 -0.3020 1.8672  0.27
H -1.5151 -1.7935 1.0612  0.26
O 0.9288 2.1791 0.0982  -0.47
C 0.5136 1.4954 -0.8192  0.21
O -0.7895 1.2016 -1.0055  -0.40
H 1.1418 1.0219 -1.5903  0.30
H -0.9182 0.6452 -1.7977  0.35


two:
Molecular formula: C3H4O3
Method: DFT, ωB97M-V with the def2-TZVPD basis set

Summary:
E_HOMO: -10.5 eV
gap between HOMO and LUMO: 9.67 eV
SMILES: O=CC(=O)CO
LUMO: -0.85 eV

Each line ends with the Mulliken charge.
Geometry (Å):
O -2.0629 -1.4606 -0.0790  -0.42
C -1.7396 -0.3020 -0.0758  -0.05
C -0.3098 0.3002 -0.1209  0.68
O -0.2544 1.4183 -0.6000  -0.56
C 1.0002 -0.3564 0.3198  -0.33
O 2.0475 0.4925 -0.0463  -0.52
H -2.4449 0.5479 -0.1661  0.32
H 1.1139 -1.3512 -0.1408  0.25
H 1.0260 -0.5313 1.4113  0.25
H 1.6241 1.2426 -0.5024  0.39


three:
Molecular formula: C3H4O3
Method: DFT, ωB97M-V with the def2-TZVPD basis set

Summary:
E_HOMO: -10.8 eV
gap between HOMO and LUMO: 11.62 eV
LUMO: 0.83 eV

Each line ends with the Mulliken charge.
Geometry (Å):
O 0.0190 -2.2434 0.2296  -0.50
C -0.0035 -1.2298 -0.4075  0.85
O 1.1123 -0.4827 -0.6951  -0.38
C 0.6628 0.3427 0.4254  -0.36
C -0.6474 0.8505 -0.2146  -0.35
O -1.1084 -0.4602 -0.6482  -0.35
H 0.4283 -0.5664 1.1483  0.23
H 1.4482 1.0048 0.7716  0.36
H -1.3728 1.2728 0.4842  0.26
H -0.5385 1.5117 -1.0937  0.24


Stability ranking, top entry: one; the second entry is 0.0019 hartree less favorable.


one:
Molecular formula: C3H4O3
Method: DFT, ωB97M-V with the def2-TZVPD basis set

Summary:
E_HOMO (alpha / beta): -10.3 / -10.2 eV
gap between HOMO and LUMO (alpha / beta): 8.45 / 8.14 eV
LUMO (alpha / beta): -1.82 / -2.10 eV

Each line ends with the Mulliken charge.
Geometry (Å):
O -0.0810 -1.3650 -1.0605  -0.48
C 0.3920 0.6074 -0.1078  -0.34
C 1.1100 -0.4018 0.7059  0.22
O 2.3213 -0.4017 0.6910  -0.47
C -1.0471 0.8856 -0.0917  0.18
O -1.8997 0.1019 -0.4248  -0.47
H -1.0115 -1.6833 -0.9165  0.35
H 1.0394 1.5032 -0.2780  0.34
H 0.4857 -1.1246 1.2348  0.34
H -1.3279 1.8930 0.2536  0.34


two:
Molecular formula: C3H4O3
Method: DFT, ωB97M-V with the def2-TZVPD basis set

Summary:
E_HOMO: -10.9 eV
gap between HOMO and LUMO: 11.59 eV
SMILES: O=C1OCCO1
LUMO: 0.73 eV

Each line ends with the Mulliken charge.
Geometry (Å):
O -0.4491 0.8449 2.3929  -0.48
C -0.1718 0.7519 1.2399  0.63
O -1.0441 0.8710 0.2042  -0.33
C -0.6678 -0.1511 -0.7116  -0.23
C 0.8333 -0.3852 -0.3867  -0.23
O 1.0549 0.4446 0.7506  -0.32
H -1.2838 -1.0251 -0.4784  0.23
H -0.8690 0.1733 -1.7329  0.26
H 1.0451 -1.4071 -0.0600  0.22
H 1.5107 -0.1127 -1.1986  0.25


three:
Molecular formula: C3H4O3
Method: DFT, ωB97M-V with the def2-TZVPD basis set

Summary:
E_HOMO: -9.8 eV
gap between HOMO and LUMO: 10.20 eV
SMILES: CC(=O)C(=O)O
LUMO: 0.36 eV

Each line ends with the Mulliken charge.
Geometry (Å):
C -0.6160 0.7746 -0.1230  -0.94
C 0.8202 1.1127 0.0565  0.65
O 1.4134 2.1144 0.1973  -0.40
C 1.8301 -0.3924 0.0638  0.41
O 2.9325 -0.1282 -0.3353  -0.48
O 1.5837 -1.7717 0.4110  -0.47
H -0.7978 -0.2667 0.1226  0.31
H -0.8896 0.9338 -1.1648  0.28
H -1.2441 1.4158 0.4944  0.30
H 2.4090 -2.2209 0.1914  0.33


four:
Molecular formula: C3H4O3
Method: DFT, ωB97M-V with the def2-TZVPD basis set

Summary:
E_HOMO: -10.0 eV
gap between HOMO and LUMO: 10.32 eV
SMILES: O=CC(O)C=O
LUMO: 0.28 eV

Each line ends with the Mulliken charge.
Geometry (Å):
O 0.2210 -2.0703 -0.5315  -0.47
C -0.4985 -1.1071 -0.6341  0.00
C -0.0541 0.3210 -0.3369  0.21
O -1.1443 1.1459 -0.0395  -0.48
C 1.0624 0.3629 0.7037  -0.10
O 1.2157 1.3033 1.4418  -0.44
H -1.5517 -1.1822 -0.9749  0.35
H 0.3852 0.7039 -1.2722  0.25
H -1.3445 1.0553 0.9023  0.34
H 1.7090 -0.5327 0.7412  0.35


Stability ranking, top entry: two; the second entry is 0.0314 hartree less favorable.


one:
Molecular formula: C3H3N2OS
Method: DFT, ωB97M-V with the def2-TZVPD basis set

Summary:
E_HOMO (alpha / beta): -15.0 / -15.0 eV
gap between HOMO and LUMO (alpha / beta): 8.63 / 8.63 eV
total charge: +1
LUMO (alpha / beta): -6.42 / -6.42 eV

Each line ends with the Mulliken charge.
Geometry (Å):
C -1.0263 -0.6324 -0.2970  -0.33
C -0.0859 -0.0932 -1.3509  0.06
C -0.3770 -0.5910 0.9900  -0.22
N 0.7863 -0.1764 0.6278  0.29
N 0.6791 0.5139 -0.5081  -0.16
O 0.9615 2.0498 1.0247  -0.38
S 1.8220 0.9467 0.7824  0.60
H -1.9783 -1.0536 -0.7618  0.34
H -0.0949 -0.3008 -2.4966  0.37
H -0.6865 -0.6629 1.9894  0.43


two:
Molecular formula: C3H3N2OS
Method: DFT, ωB97M-V with the def2-TZVPD basis set

Summary:
E_HOMO (alpha / beta): -16.0 / -16.1 eV
gap between HOMO and LUMO (alpha / beta): 9.54 / 6.78 eV
total charge: +1
LUMO (alpha / beta): -6.50 / -9.35 eV

Each line ends with the Mulliken charge.
Geometry (Å):
C 4.2908 0.2190 0.2820  0.42
C 2.4903 -0.5521 -0.1712  0.56
C -0.1069 -0.1942 0.1062  -0.77
N 3.7155 -0.9374 0.0521  -0.31
N 3.6386 1.3358 0.1159  -0.09
O 2.3881 0.8969 -0.1150  -0.13
S 1.1074 -1.5386 -0.1317  0.25
H -0.4255 0.1575 -0.8652  0.36
H 0.3991 0.6363 0.5546  0.34
H -0.8935 -0.6022 0.7087  0.37


Stability ranking, top entry: two; the second entry is 0.0464 hartree less favorable.


one:
Molecular formula: C2H3BrFNO2
Method: DFT, ωB97M-V with the def2-TZVPD basis set

Summary:
E_HOMO: -11.1 eV
gap between HOMO and LUMO: 10.90 eV
SMILES: O=[N+]([O-])C[C@@H](F)Br
LUMO: -0.23 eV

Each line ends with the Mulliken charge.
Geometry (Å):
O -0.0734 0.4549 -2.0818  -0.53
N -0.5476 0.9173 -1.0528  0.93
O -0.8742 2.0412 -0.8531  -0.52
C -0.6888 -0.0984 -0.0066  -0.66
C 0.8008 -0.3917 0.5716  -0.01
F 1.1904 0.6445 1.3011  -0.20
Br 0.6915 -2.0105 1.6481  -0.13
H -0.8708 -1.0514 -0.3291  0.40
H -1.2295 0.0597 0.9753  0.36
H 1.6016 -0.5656 -0.1727  0.37


two:
Molecular formula: C2H3BrFNO2
Method: DFT, ωB97M-V with the def2-TZVPD basis set

Summary:
E_HOMO: -11.0 eV
gap between HOMO and LUMO: 10.63 eV
SMILES: C[C@@](F)(Br)[N+](=O)[O-]
LUMO: -0.41 eV

Each line ends with the Mulliken charge.
Geometry (Å):
C 0.0945 -0.1396 -0.4209  -1.10
C 1.4374 0.4259 -0.3230  0.53
F 1.9116 0.1917 0.8776  -0.21
Br 2.5529 -0.4879 -1.6414  -0.10
N 1.4980 2.0313 -0.7749  0.85
O 0.5570 2.3512 -1.5063  -0.50
O 2.4166 2.7035 -0.3561  -0.49
H 0.0963 -1.2701 -0.5191  0.35
H -0.5827 0.0165 0.4239  0.33
H -0.3188 0.2751 -1.4115  0.33


three:
Molecular formula: C2H3BrFNO2
Method: DFT, ωB97M-V with the def2-TZVPD basis set

Summary:
E_HOMO (alpha / beta): -10.4 / -7.6 eV
gap between HOMO and LUMO (alpha / beta): 10.55 / 5.70 eV
LUMO (alpha / beta): 0.20 / -1.89 eV

Each line ends with the Mulliken charge.
Geometry (Å):
C 1.2980 -0.5297 0.3664  -0.72
C 0.1898 -0.7958 -0.4788  0.38
N -2.1819 1.9288 0.0941  0.59
O -1.6378 2.9591 0.2207  -0.39
O -1.7149 0.8042 -0.1194  -0.33
F 0.2862 -0.4754 -1.7629  -0.23
Br -0.9732 -2.2025 -0.2433  -0.09
H 2.0528 0.0333 -0.1985  0.29
H 1.0761 -0.0555 1.4303  0.24
H 1.6049 -1.6665 0.6914  0.25


Stability ranking, top entry: two; the second entry is 0.0032 hartree less favorable.


one:
Molecular formula: C3H8O3S
Method: DFT, ωB97M-V with the def2-TZVPD basis set

Summary:
E_HOMO: -9.0 eV
gap between HOMO and LUMO: 9.72 eV
SMILES: O=C(O)CCS.O
LUMO: 0.74 eV

Each line ends with the Mulliken charge.
Geometry (Å):
O -1.1600 1.2584 0.1735  -0.55
C -1.1723 1.0014 -0.9951  0.59
O -2.3102 1.1163 -1.7331  -0.47
C 0.0085 0.5826 -1.8112  -0.39
C 1.3156 0.5660 -1.0244  -0.76
S 1.6186 -1.0240 -0.1835  -0.20
H -2.9997 1.3743 -1.0965  0.33
H -0.1153 -0.3305 -2.3989  0.34
H 0.0912 1.3058 -2.6407  0.29
H 1.3087 1.3196 -0.2543  0.34
H 2.1513 0.7707 -1.6913  0.33
H 0.8096 -0.7286 0.8398  0.13
O 0.1531 -2.4248 3.8643  -0.62
H -0.5786 -2.2192 4.4688  0.32
H 0.8796 -2.5680 4.4827  0.31


two:
Molecular formula: C3H8O3S
Method: DFT, ωB97M-V with the def2-TZVPD basis set

Summary:
E_HOMO: -10.9 eV
gap between HOMO and LUMO: 10.99 eV
LUMO: 0.11 eV

Each line ends with the Mulliken charge.
Geometry (Å):
C 0.4205 0.4572 -2.3203  -1.31
C -0.9721 0.4547 -1.6348  -0.36
C -0.8970 -0.4515 -0.5808  -0.55
H 1.3852 0.6370 -1.9137  0.45
H 0.3137 0.9876 -3.2278  0.35
H 0.7718 -0.5804 -2.5203  0.34
H -1.4103 1.3755 -1.3429  0.37
H -1.5463 0.0583 -2.5849  0.23
H -0.4919 -1.3601 -1.0091  0.38
H -1.8199 -0.5745 0.0391  0.40
H -0.2140 -1.7566 2.4845  0.38
O -0.2961 -1.6609 1.2394  -0.62
O 1.6008 0.2215 0.4150  -0.56
O -0.1897 1.1797 1.5921  -0.55
S 0.1740 0.0331 0.7073  1.05


Stability ranking, top entry: one; the second entry is 0.1666 hartree less favorable.